Formula: C36H41EuN9OP2SSe2
Source: the OMol25 dataset
Level of theory: the ωB97M-V functional and the def2-TZVPD basis

Positions of all 93 atoms, in Å:
Eu -2.011192 -1.573968 -1.341108
Se 2.796770 -0.518492 2.739204
Se -2.667444 0.771240 0.406899
S -5.321145 -2.231648 0.580296
P 3.186310 0.747604 1.056721
P -0.657714 1.484042 0.981616
O -4.064957 -1.996928 -0.226703
N -0.017600 -3.103350 -2.468261
N 1.087714 -0.657753 -1.851220
N -2.961631 -0.758573 -3.410862
N -1.393328 -3.711533 0.216750
N 2.208518 -0.351212 -1.224631
N -2.923144 -3.991137 -2.419401
N -2.780473 3.530025 -4.957204
N -3.658091 1.294386 -4.527774
N 0.016687 -0.270941 -1.123505
C -0.411618 1.237837 2.740951
C 4.735861 0.343788 0.188294
C 7.143153 -0.270320 -1.075509
C 2.971171 3.379488 0.210246
C -0.250465 4.831470 -1.253541
C 0.067251 -3.824758 0.022065
C -1.077406 0.316461 4.857658
C 5.728657 -0.349792 0.872472
C -3.080446 2.424354 -4.659004
C 6.147825 0.395080 -1.762367
C 1.905550 0.398469 -0.096853
C -6.609055 -2.228318 -0.658008
C 4.936503 0.716068 -1.125578
C -0.162836 5.838031 -0.301379
C 0.512381 -4.019200 -1.437675
C -3.251583 -4.829552 -1.236821
C 6.932108 -0.644873 0.239706
C -0.277342 5.542966 1.040483
C 3.136945 4.755239 0.377212
C 3.314287 2.522386 1.256219
C -0.474881 3.191596 0.505860
C 0.761941 1.845513 4.747301
C 0.456753 0.479342 -0.014223
C -1.222112 0.385896 3.474743
C -5.691683 -0.643220 1.350904
C -2.182879 -4.924783 -0.112333
C -0.672428 -3.740515 -3.635560
C -0.074681 1.031823 5.485197
C 3.734405 3.038669 2.478849
C -3.226839 0.273701 -3.932122
C 0.566763 1.994379 3.381617
C -0.487394 4.228764 1.449636
C -0.426360 3.510981 -0.856706
C 3.568021 5.251739 1.592506
C 3.881363 4.397033 2.637299
C -1.947457 -4.562850 -3.357704
H -7.565413 -2.213205 -0.131325
H 0.751506 -2.513499 -2.800814
H 0.065770 0.933274 6.571031
H 3.641354 6.343709 1.715039
H 1.613720 -3.952687 -1.442790
H -5.754328 0.098178 0.536711
H -3.466082 -5.873158 -1.555247
H -1.592217 -3.455754 1.182696
H 8.091135 -0.480274 -1.583903
H -2.413381 -4.717550 -4.334752
H 5.560453 -0.666636 1.914768
H -6.643285 -0.750888 1.893354
H 0.496197 -4.656656 0.603588
H -1.743123 -0.313280 5.441232
H 1.208301 2.680031 2.837146
H 2.899944 5.437220 -0.439371
H 4.255650 4.771096 3.609772
H -1.481622 -5.722827 -0.385772
H 7.723062 -1.152925 0.797771
H 6.296088 0.701431 -2.800975
H -4.184469 -4.448083 -0.819924
H -0.214658 5.075928 -2.320782
H -6.505788 -1.349979 -1.305971
H -2.706756 -5.289779 0.788173
H -3.780771 -3.770591 -2.913278
H -0.502591 2.707901 -1.602181
H -0.192765 6.326771 1.796092
H -0.028977 6.878543 -0.608761
H 1.567599 2.398427 5.226188
H -1.984548 -0.206295 2.959763
H -1.655197 -5.560092 -3.009175
H 0.519310 -2.915567 0.434167
H 0.254619 -5.038822 -1.764262
H 2.559202 2.986141 -0.725308
H -0.711744 4.021327 2.501234
H 3.895620 2.360693 3.318736
H -4.873459 -0.401637 2.028182
H -0.926350 -2.928654 -4.322947
H -6.494458 -3.158017 -1.229938
H 4.161800 1.231022 -1.684751
H 0.047898 -4.369493 -4.198068

Forces on atoms 1 to 2 (eV/Å):
Eu -0.493 -0.251 -0.693
Se 0.354 0.507 -0.189

Its total charge is +1. Its expectation value of S² is 12.01. For the total energy, the calculation gives -8558.41793 a.u. The LUMO energy (spin up / spin down) is -0.15333 / -0.08584 hartree. The value obtained for the highest occupied orbital energy (spin up / spin down) is -9.9127 / -9.9128 eV. As for the spin multiplicity: 7. As for the HOMO-LUMO gap (spin up / spin down): 0.211 / 0.278 Ha.

Löwdin charges, unit e, in atom order: number 1, Eu, carries 1.768; number 2, Se, carries 0.320; number 3, Se, carries 0.338; number 4, S, carries 0.887; number 5, P, carries 0.551; number 6, P, carries 0.688; number 7, O, carries -0.798; number 8, N, carries -0.149; number 9, N, carries -0.081; number 10, N, carries -0.060; number 11, N, carries -0.139; number 12, N, carries 0.026; number 13, N, carries -0.117; number 14, N, carries 0.096; number 15, N, carries 0.088; number 16, N, carries -0.229; number 17, C, carries -0.383; number 18, C, carries -0.349; number 19, C, carries -0.087; number 20, C, carries -0.076; number 21, C, carries -0.058; number 22, C, carries -0.204; number 23, C, carries -0.066; number 24, C, carries -0.103; number 25, C, carries -0.412; number 26, C, carries -0.069; number 27, C, carries -0.427; number 28, C, carries -0.232; number 29, C, carries -0.094; number 30, C, carries -0.077; number 31, C, carries -0.190; number 32, C, carries -0.205; number 33, C, carries -0.079; number 34, C, carries -0.070; number 35, C, carries -0.074; number 36, C, carries -0.356; number 37, C, carries -0.367; number 38, C, carries -0.080; number 39, C, carries -0.395; number 40, C, carries -0.109; number 41, C, carries -0.264; number 42, C, carries -0.174; number 43, C, carries -0.206; number 44, C, carries -0.065; number 45, C, carries -0.113; number 46, C, carries -0.370; number 47, C, carries -0.152; number 48, C, carries -0.070; number 49, C, carries -0.086; number 50, C, carries -0.075; number 51, C, carries -0.073; number 52, C, carries -0.196; number 53, H, carries 0.069; number 54, H, carries 0.082; number 55, H, carries 0.122; number 56, H, carries 0.119; number 57, H, carries 0.135; number 58, H, carries 0.063; number 59, H, carries 0.129; number 60, H, carries 0.117; number 61, H, carries 0.114; number 62, H, carries 0.127; number 63, H, carries 0.069; number 64, H, carries 0.075; number 65, H, carries 0.129; number 66, H, carries 0.110; number 67, H, carries 0.085; number 68, H, carries 0.112; number 69, H, carries 0.123; number 70, H, carries 0.113; number 71, H, carries 0.111; number 72, H, carries 0.110; number 73, H, carries 0.072; number 74, H, carries 0.123; number 75, H, carries 0.079; number 76, H, carries 0.130; number 77, H, carries 0.110; number 78, H, carries 0.114; number 79, H, carries 0.118; number 80, H, carries 0.120; number 81, H, carries 0.118; number 82, H, carries 0.057; number 83, H, carries 0.113; number 84, H, carries 0.107; number 85, H, carries 0.110; number 86, H, carries 0.109; number 87, H, carries 0.114; number 88, H, carries 0.097; number 89, H, carries 0.022; number 90, H, carries 0.107; number 91, H, carries 0.059; number 92, H, carries 0.095; number 93, H, carries 0.130

Formula: C36H41IrN2OSSb2
Source: the OMol25 dataset
Level of theory: the ωB97M-V functional and the def2-TZVPD basis

Positions of all 84 atoms, in Å:
Ir -0.734852 -0.331290 -1.438863
Sb 3.039985 -0.988380 -2.089964
Sb -0.209090 -0.635756 1.234520
S -2.967520 -0.017257 -1.994864
O -1.042066 -2.540125 -0.960912
N 0.343128 -0.955317 -4.428114
N -0.590191 -1.422435 -3.458521
C 1.485145 2.666085 -0.014969
C -3.589951 3.741726 -0.793997
C -2.305775 -0.891515 3.427574
C -1.820596 -2.989200 2.310594
C 1.787227 0.718238 -1.455220
C -2.989918 2.520786 -0.928515
C -2.665237 -3.653176 3.189551
C 0.679080 1.199177 -2.242901
C -4.815453 4.000196 -1.439864
C 7.189565 1.262538 -0.817219
C -4.858160 1.789374 -2.368867
C 6.344188 1.814888 -1.772745
C 1.527279 -1.735880 1.854872
C -1.912706 -3.434661 -0.936204
C 5.179651 1.150162 -2.139392
C -3.608687 1.526358 -1.730703
C -3.143086 -1.570849 4.307202
C -3.329083 -2.941061 4.183119
C 0.418317 3.124807 -0.776641
C 6.875417 0.052077 -0.215382
C 5.714112 -0.625191 -0.577493
C -1.640045 -1.609786 2.436920
C 0.149662 3.656873 3.535913
C 2.777933 -1.589455 1.014027
C -0.019781 1.220372 2.212309
C -3.373105 -3.129792 -0.925912
C 0.028133 2.414104 -1.892301
C -1.065855 2.136736 2.115089
C 1.184778 2.736820 3.644038
C -1.475959 -4.855550 -0.892850
C -5.443737 3.019071 -2.217161
C 4.860913 -0.059924 -1.524475
C -0.980815 3.354291 2.781242
C 2.164872 1.485993 -0.353297
C 1.109226 1.518237 2.975532
C 2.665036 -2.251555 -0.369790
H 6.600159 2.755340 -2.245380
H -1.957400 1.896390 1.552467
H 3.044554 1.218182 0.218732
H -6.386576 3.229288 -2.704770
H -0.420785 -4.965870 -1.131096
H -2.163986 0.175883 3.537439
H 8.112800 1.765214 -0.560496
H -5.284608 4.972149 -1.329589
H 2.052297 2.959570 4.253198
H -0.743805 2.809109 -2.546279
H 4.537942 1.577846 -2.905498
H -3.636769 -2.532115 -1.800942
H -0.086460 -0.200418 -4.947511
H -3.992064 -3.459304 4.865622
H -2.092593 -5.464560 -1.558574
H -3.603772 -2.519498 -0.044173
H -3.127702 4.511782 -0.188016
H 1.204066 -2.775222 1.928834
H 0.222023 4.609901 4.045864
H 0.548500 0.820607 -3.250000
H 1.817249 3.240357 0.841776
H -3.645815 -1.021352 5.093604
H -1.519201 -1.520840 -3.861383
H -0.298127 -2.335931 -3.131834
H 1.925767 0.809826 3.070105
H -3.978140 -4.031954 -0.908780
H -2.063830 2.296237 -0.433312
H -1.801070 4.062729 2.722922
H -1.653629 -5.238415 0.120929
H -5.329068 1.019405 -2.971054
H -2.799113 -4.725398 3.107128
H 5.493095 -1.585524 -0.123464
H 1.663747 -2.659338 -0.550503
H 3.025368 -0.532597 0.946659
H -0.072606 4.057328 -0.522021
H 0.561574 -1.689963 -5.091068
H 1.675112 -1.356681 2.869814
H -1.281609 -3.551076 1.554184
H 3.603692 -2.048682 1.559894
H 3.369896 -3.076692 -0.473801
H 7.538897 -0.376481 0.524986

Forces on atoms 1 to 2 (eV/Å):
Ir 0.139 -1.971 0.110
Sb 0.142 -0.249 -0.657

Its total charge is +3. Its expectation value of S² is 0.81. For the total energy, the calculation gives -2563.07336 a.u. The LUMO energy (spin up / spin down) is -0.39693 / -0.41061 hartree. The value obtained for the highest occupied orbital energy (spin up / spin down) is -15.2730 / -15.2744 eV. As for the spin multiplicity: 2. As for the HOMO-LUMO gap (spin up / spin down): 0.164 / 0.151 Ha.

Löwdin charges, unit e, in atom order: number 1, Ir, carries 0.853; number 2, Sb, carries 1.484; number 3, Sb, carries 1.570; number 4, S, carries 0.867; number 5, O, carries -0.209; number 6, N, carries -0.026; number 7, N, carries -0.131; number 8, C, carries -0.010; number 9, C, carries -0.017; number 10, C, carries -0.098; number 11, C, carries -0.148; number 12, C, carries -0.389; number 13, C, carries -0.109; number 14, C, carries -0.050; number 15, C, carries -0.341; number 16, C, carries 0.032; number 17, C, carries -0.052; number 18, C, carries -0.062; number 19, C, carries -0.060; number 20, C, carries -0.291; number 21, C, carries -0.432; number 22, C, carries -0.146; number 23, C, carries -0.586; number 24, C, carries -0.039; number 25, C, carries -0.035; number 26, C, carries -0.044; number 27, C, carries -0.057; number 28, C, carries -0.123; number 29, C, carries -0.362; number 30, C, carries -0.037; number 31, C, carries -0.351; number 32, C, carries -0.405; number 33, C, carries -0.001; number 34, C, carries -0.068; number 35, C, carries -0.163; number 36, C, carries -0.046; number 37, C, carries 0.032; number 38, C, carries -0.015; number 39, C, carries -0.438; number 40, C, carries -0.050; number 41, C, carries -0.111; number 42, C, carries -0.113; number 43, C, carries -0.393; number 44, H, carries 0.117; number 45, H, carries 0.084; number 46, H, carries 0.106; number 47, H, carries 0.136; number 48, H, carries 0.104; number 49, H, carries 0.092; number 50, H, carries 0.119; number 51, H, carries 0.137; number 52, H, carries 0.125; number 53, H, carries 0.129; number 54, H, carries 0.099; number 55, H, carries 0.050; number 56, H, carries 0.103; number 57, H, carries 0.126; number 58, H, carries 0.119; number 59, H, carries 0.107; number 60, H, carries 0.127; number 61, H, carries 0.077; number 62, H, carries 0.125; number 63, H, carries 0.060; number 64, H, carries 0.130; number 65, H, carries 0.124; number 66, H, carries 0.086; number 67, H, carries 0.093; number 68, H, carries 0.102; number 69, H, carries 0.110; number 70, H, carries 0.044; number 71, H, carries 0.118; number 72, H, carries 0.116; number 73, H, carries 0.123; number 74, H, carries 0.120; number 75, H, carries 0.095; number 76, H, carries 0.011; number 77, H, carries 0.058; number 78, H, carries 0.133; number 79, H, carries 0.113; number 80, H, carries 0.077; number 81, H, carries 0.075; number 82, H, carries 0.125; number 83, H, carries 0.061; number 84, H, carries 0.117

The lowest spin multiplicity belongs to which entry?
C36H41IrN2OSSb2

The lowest total charge belongs to which entry?
C36H41EuN9OP2SSe2

What is the spin multiplicity in the second record?
2